Molecular formula: C9H21N3O12PV2
Method: DFT, the ωB97M-V functional and the def2-TZVPD basis

Frontier orbital gap (spin up / spin down) in eV: 5.82 / 6.45
Calculated total energy in eV: -99373.6428
Net charge: +1
Highest occupied orbital energy (spin up / spin down) in eV: -11.734 / -11.735
Spin multiplicity: 3

CARTESIAN COORDINATES (ANGSTROEM)
O1 2.57 2.02 0.94
V1 2.25 0.88 -0.17
O2 2.91 3.76 -5.05
V2 2.60 2.24 -4.67
O3 6.25 2.00 -1.87
C1 4.90 2.06 -2.12
O4 4.10 1.74 -1.21
O5 4.47 2.28 -3.28
H1 6.69 2.07 -2.72
O6 1.11 -1.76 -3.21
C2 1.82 -0.69 -3.01
O7 1.99 0.26 -3.77
O8 2.34 -0.58 -1.86
H2 1.37 -2.17 -2.37
O9 -0.71 3.51 -2.06
C3 0.30 2.76 -2.14
O10 0.76 2.32 -1.04
O11 0.98 2.69 -3.20
H3 -0.66 3.49 -1.10
O12 0.58 -0.17 0.72
P1 -0.75 -0.65 1.22
N1 -1.83 0.39 2.05
C4 -2.45 0.05 3.31
C5 -2.05 1.81 1.76
N2 -0.52 -2.01 2.24
C6 0.54 -2.24 3.27
C7 -1.36 -3.27 2.02
N3 -1.84 -1.21 0.03
C8 -1.42 -1.29 -1.35
C9 -3.31 -1.26 0.25
H4 -2.99 0.93 3.66
H5 -1.78 -0.31 4.09
H6 -3.31 -0.61 3.35
H7 -1.58 2.39 2.56
H8 -3.11 2.01 1.62
H9 -1.67 2.04 0.77
H10 1.11 -1.38 3.61
H11 0.10 -2.80 4.09
H12 1.40 -2.74 2.82
H13 -1.44 -3.82 1.08
H14 -1.09 -4.06 2.72
H15 -2.37 -2.97 2.30
H16 -2.21 -1.84 -1.87
H17 -1.30 -0.34 -1.87
H18 -0.48 -1.84 -1.34
H19 -3.62 -2.28 0.02
H20 -3.81 -0.57 -0.43
H21 -3.53 -0.83 1.22

Here are the Löwdin charges for atoms 1 to 4, given in e:
1 O -0.219
2 V 1.220
3 O -0.183
4 V 1.381

=====

Molecular formula: C4H12
Method: DFT, the ωB97M-V functional and the def2-TZVPD basis

Energy above the lowest of the compared OMol25 structures with the same formula, charge and spin in kcal/mol: 14.16
Structure (SMILES): CC.CC
Frontier orbital gap in eV: 12.46
Calculated total energy in eV: -4341.9141
Highest occupied orbital energy in eV: -11.306
Spin multiplicity: 1

CARTESIAN COORDINATES (ANGSTROEM)
C1 -1.08 -1.98 -0.37
C2 0.37 -1.56 -0.25
H1 -1.22 -3.06 -0.37
H2 -1.78 -1.66 0.41
H3 -1.56 -1.52 -1.23
H4 0.83 -1.03 -1.08
H5 0.97 -2.41 0.08
H6 0.58 -0.80 0.48
C3 1.09 1.87 0.61
C4 -0.29 1.63 0.00
H7 1.78 2.16 -0.15
H8 1.10 2.63 1.39
H9 1.34 0.96 1.17
H10 -1.02 2.46 0.04
H11 -0.25 1.52 -1.09
H12 -0.86 0.77 0.35

Here are the Löwdin charges for atoms 1 to 4, given in e:
1 C -0.170
2 C -0.175
3 H 0.060
4 H 0.061

=====

Molecular formula: C17H25N4O2PS
Method: DFT, the ωB97M-V functional and the def2-TZVPD basis

Energy above the lowest of the compared OMol25 structures with the same formula, charge and spin in kcal/mol: 51.02
Frontier orbital gap in eV: 3.17
Calculated total energy in eV: -48207.8596
Highest occupied orbital energy in eV: -6.245
Spin multiplicity: 1

CARTESIAN COORDINATES (ANGSTROEM)
O1 -8.37 3.09 0.59
N1 -7.96 1.91 0.60
O2 -8.73 0.91 0.59
C1 -6.56 1.66 0.62
C2 -6.13 0.32 0.58
C3 -4.79 0.05 0.49
C4 -3.76 1.07 0.40
N2 -2.55 0.59 0.24
C5 -1.31 1.04 0.26
S1 -0.77 2.60 0.14
C6 -4.24 2.42 0.48
C7 -5.60 2.69 0.57
H1 -6.89 -0.45 0.60
H2 -4.41 -0.96 0.44
H3 -3.54 3.25 0.44
H4 -6.06 3.68 0.61
C8 1.23 -2.21 -3.31
C9 2.15 -1.10 -2.80
C10 3.60 -1.29 -3.27
C11 1.55 0.23 -3.24
N3 2.27 -1.10 -1.32
P1 3.46 -0.11 -0.52
H5 -0.67 0.20 0.35
N4 2.57 -0.64 0.91
C12 2.85 -0.06 2.25
C13 2.13 -0.82 3.36
C14 2.34 1.39 2.28
C15 4.37 -0.15 2.38
C16 2.27 -1.99 0.76
C17 2.07 -2.26 -0.57
H6 0.19 -2.09 -2.96
H7 1.23 -2.16 -4.41
H8 1.57 -3.22 -3.04
H9 4.24 -0.51 -2.82
H10 3.93 -2.28 -2.91
H11 3.70 -1.24 -4.36
H12 2.09 1.11 -2.88
H13 1.54 0.26 -4.34
H14 0.50 0.30 -2.90
H15 2.44 -1.87 3.44
H16 2.40 -0.34 4.31
H17 1.03 -0.79 3.27
H18 2.75 2.02 1.48
H19 1.24 1.41 2.19
H20 2.62 1.82 3.26
H21 4.85 0.35 1.51
H22 4.74 0.31 3.30
H23 4.64 -1.22 2.36
H24 2.08 -2.65 1.60
H25 1.72 -3.19 -1.01

Here are the Löwdin charges for atoms 1 to 4, given in e:
1 O 0.025
2 N -0.332
3 O 0.012
4 C -0.194

=====

Molecular formula: C18H18NO4Zn
Method: DFT, the ωB97M-V functional and the def2-TZVPD basis

Energy above the lowest of the compared OMol25 structures with the same formula, charge and spin in kcal/mol: 1.36
Frontier orbital gap (spin up / spin down) in eV: 4.57 / 5.21
Calculated total energy in eV: -77046.7082
Net charge: -1
Highest occupied orbital energy (spin up / spin down) in eV: -2.011 / -2.667
Spin multiplicity: 1

CARTESIAN COORDINATES (ANGSTROEM)
C1 -1.16 3.48 1.67
C2 0.25 3.72 1.52
C3 0.66 3.22 0.27
H1 0.86 4.29 2.21
C4 -0.46 2.69 -0.40
C5 -1.61 2.95 0.39
H2 -2.62 3.06 0.01
H3 -1.80 3.97 2.41
H4 1.69 3.32 -0.12
H5 -0.43 2.25 -1.39
C6 1.07 -0.55 2.89
C7 0.72 0.25 3.95
C8 -0.75 0.28 4.13
H6 1.38 0.61 4.71
C9 -1.23 -0.57 2.92
C10 -0.11 -0.98 2.21
H7 -0.09 -1.60 1.31
H8 2.08 -0.81 2.59
H9 -1.04 -0.07 5.13
H10 -2.13 -1.17 3.04
Zn1 -2.13 1.56 2.23
O1 0.29 -0.67 -1.53
C11 1.66 -0.50 -1.88
C12 0.53 -0.71 -2.91
H11 2.04 0.52 -1.77
H12 2.32 -1.36 -1.67
H13 0.24 0.17 -3.51
H14 -0.54 -1.25 -5.29
C13 -0.27 -2.16 -4.75
C14 0.40 -2.03 -3.53
C15 0.82 -3.16 -2.80
H15 1.40 -3.07 -1.89
C16 0.52 -4.42 -3.28
H16 0.75 -5.32 -2.69
C17 -0.17 -4.55 -4.50
H17 -0.42 -5.54 -4.89
C18 -0.52 -3.42 -5.27
H18 -1.04 -3.50 -6.23
O2 -0.64 3.95 4.60
N1 -0.14 2.93 4.22
O3 0.96 2.61 3.84
O4 -1.35 1.59 4.07

Here are the Löwdin charges for atoms 1 to 4, given in e:
1 C -0.296
2 C -0.166
3 C -0.151
4 H 0.078

=====

Molecular formula: C4H9NO
Method: DFT, the ωB97M-V functional and the def2-TZVPD basis

Energy above the lowest of the compared OMol25 structures with the same formula, charge and spin in kcal/mol: 94.60
Frontier orbital gap (spin up / spin down) in eV: 8.06 / 8.06
Calculated total energy in eV: -7828.2175
Highest occupied orbital energy (spin up / spin down) in eV: -7.863 / -7.862
Spin multiplicity: 1

CARTESIAN COORDINATES (ANGSTROEM)
C1 0.47 0.91 -1.03
N1 0.49 0.22 0.10
C2 1.70 -0.58 0.35
C3 -0.56 -0.08 0.89
C4 -1.88 0.49 0.78
O1 -2.78 0.25 1.57
H1 -0.79 -0.71 -1.60
H2 1.36 0.92 -1.64
H3 -0.39 1.51 -1.29
H4 2.56 -0.10 -0.11
H5 1.86 -0.66 1.43
H6 1.55 -1.57 -0.08
H7 -0.37 -0.75 1.72
H8 -1.14 -1.03 -1.00
H9 -2.07 1.17 -0.08

Here are the Löwdin charges for atoms 1 to 4, given in e:
1 C -0.024
2 N -0.295
3 C -0.018
4 C -0.143

=====

Molecular formula: H5N2PS
Method: DFT, the ωB97M-V functional and the def2-TZVPD basis

Energy above the lowest of the compared OMol25 structures with the same formula, charge and spin in kcal/mol: 68.11
Frontier orbital gap in eV: 7.49
Calculated total energy in eV: -23183.0903
Highest occupied orbital energy in eV: -8.217
Spin multiplicity: 1

CARTESIAN COORDINATES (ANGSTROEM)
N1 1.71 -0.55 0.25
N2 0.83 0.25 -0.51
P1 -0.32 1.23 0.15
S1 -2.75 -0.40 -0.03
H1 1.42 -1.53 0.21
H2 1.65 -0.25 1.22
H3 0.93 0.04 -1.49
H4 -0.67 1.79 -1.09
H5 -2.80 -0.58 1.28

Here are the Löwdin charges for atoms 1 to 4, given in e:
1 N -0.046
2 N -0.495
3 P 0.797
4 S 0.026